Version 1
Below is a cluster of 2 separate species, C5H14N2O in total, with properties calculated with wB97M-V/def2-TZVPD.

Structure (ORCA input):
```
! wB97M-V def2-TZVPD RIJCOSX def2/J DEFGRID3
* xyz 0 1
C 1.352 1.533 -0.618
C 1.111 0.109 -0.163
C -0.485 -0.162 0.559
C -0.454 0.536 1.912
C -0.679 -1.663 0.727
N -1.533 0.376 -0.225
H 0.873 1.744 -1.571
H 2.419 1.737 -0.710
H 0.951 2.264 0.085
H 1.714 -0.122 0.716
H 1.484 -0.619 -0.888
H 0.318 0.110 2.550
H -0.264 1.604 1.799
H -1.419 0.412 2.407
H -1.623 -1.854 1.234
H 0.122 -2.091 1.324
H -0.722 -2.170 -0.234
H -1.468 1.382 -0.328
H -1.621 -0.064 -1.148
N 0.371 -0.845 -2.539
O -0.761 -0.367 -2.661
H 0.316 -1.851 -2.229
*
```

The lowest unoccupied orbital energy comes out at -0.644 eV.

natural (NBO) atomic charge list, values in e, 4 entries:
1. C -0.630
2. C -0.432
3. C 0.170
4. C -0.624


Version 2
Below is the molecule C5H14N2O, with properties calculated with wB97M-V/def2-TZVPD.

Structure (ORCA input):
```
! wB97M-V def2-TZVPD RIJCOSX def2/J DEFGRID3
* xyz 0 1
C 2.135 -1.402 -0.325
N 1.082 -0.887 0.528
N 0.872 -1.763 1.578
O -0.119 -0.760 -0.297
C -0.680 0.551 -0.250
C 0.358 1.610 -0.642
C -1.238 0.865 1.141
C -1.811 0.506 -1.278
H 3.051 -1.421 0.261
H 1.918 -2.411 -0.685
H 2.253 -0.730 -1.164
H 0.535 -2.682 1.269
H 0.196 -1.370 2.232
H 1.210 1.570 0.043
H 0.714 1.424 -1.662
H -0.094 2.596 -0.606
H -1.698 1.848 1.142
H -0.434 0.862 1.870
H -1.985 0.127 1.425
H -1.419 0.269 -2.263
H -2.316 1.464 -1.313
H -2.529 -0.266 -1.003
*
```

The lowest unoccupied orbital energy comes out at 0.983 eV.

natural (NBO) atomic charge list, values in e, 4 entries:
1. C -0.422
2. N -0.034
3. N -0.652
4. O -0.453


Version 3
Below is a cluster of 2 separate species, C5H14N2O in total, with properties calculated with wB97M-V/def2-TZVPD.

Structure (ORCA input):
```
! wB97M-V def2-TZVPD RIJCOSX def2/J DEFGRID3
* xyz 0 1
C 1.447 2.753 1.005
N 0.456 2.028 0.214
C 0.389 0.662 0.069
C -0.362 -0.005 -0.796
C -0.308 -1.514 -0.713
C -0.309 -2.335 -2.082
N -1.680 -2.710 -2.411
H 2.118 3.374 0.436
H 0.877 3.462 1.633
H 2.051 1.994 1.519
H -0.292 2.576 -0.167
H 1.150 0.130 0.708
H -1.095 0.427 -1.484
H -1.192 -1.827 -0.130
H 0.614 -1.857 -0.243
H 0.054 -1.619 -2.831
H 0.379 -3.182 -2.079
H -2.296 -1.927 -2.591
H -2.080 -3.171 -1.609
O 0.215 0.645 3.976
H 0.437 1.565 4.132
H -0.573 0.531 3.442
*
```

The lowest unoccupied orbital energy comes out at 0.782 eV.

natural (NBO) atomic charge list, values in e, 4 entries:
1. C -0.396
2. N -0.623
3. C 0.033
4. C -0.341


Version 4
Below is a cluster of 2 separate species, C5H14N2O in total, with properties calculated with wB97M-V/def2-TZVPD.

Structure (ORCA input):
```
! wB97M-V def2-TZVPD RIJCOSX def2/J DEFGRID3
* xyz 0 1
N 0.962 1.493 0.942
C 0.280 0.822 -0.160
C 0.906 -0.466 -0.848
C 2.306 -0.393 -1.565
O 1.319 -0.809 2.072
C -1.074 0.221 0.510
N -1.977 -0.481 -0.406
C -3.302 -0.134 -0.031
H 1.387 0.149 1.625
H 1.757 2.023 0.703
H -0.121 1.540 -0.903
H 0.080 -0.841 -1.481
H 2.610 -1.331 -1.799
H 2.329 0.024 -2.514
H 2.983 0.198 -1.089
H 0.959 -1.268 -0.071
H -0.740 -0.454 1.335
H -1.375 1.083 1.087
H 2.059 -1.137 2.545
H -4.003 -0.495 -0.862
H -3.788 -0.710 0.881
H -3.558 0.966 0.027
*
```

The lowest unoccupied orbital energy comes out at -3.282 eV.

natural (NBO) atomic charge list, values in e, 4 entries:
1. N -0.703
2. C -0.033
3. C -0.419
4. C -0.607


Which structure is the most stable? The one labeled version 3.


Version 1
Below is a cluster of 2 separate species, C5H14N2O in total, with properties calculated with wB97M-V/def2-TZVPD.

Structure (ORCA input):
```
! wB97M-V def2-TZVPD RIJCOSX def2/J DEFGRID3
* xyz 0 1
C 0.093 -1.412 -0.121
C -1.928 0.761 0.803
C 1.011 -0.942 0.955
C 0.245 -2.797 -0.649
N -1.677 -0.583 0.327
N -0.724 -0.540 -0.765
H -1.112 -0.826 -1.661
H -1.085 1.222 1.341
H -2.185 1.446 -0.020
H -2.766 0.705 1.502
H 2.041 -0.959 0.576
H 0.782 0.070 1.277
H 0.970 -1.609 1.819
H 1.122 -3.308 -0.255
H 0.296 -2.790 -1.743
H -0.647 -3.373 -0.374
C 1.014 2.803 -0.346
O 1.130 1.730 -1.264
H 0.422 1.087 -1.092
H 1.183 2.486 0.692
H 1.780 3.535 -0.603
H 0.035 3.294 -0.399
*
```

The lowest unoccupied orbital energy (spin up / spin down) comes out at 0.581 / 0.583 eV.

natural (NBO) atomic charge list, values in e, 4 entries:
1. C 0.443
2. C -0.447
3. C -0.665
4. C -0.698


Version 2
Below is a cluster of 3 separate species, C5H14N2O in total, with properties calculated with wB97M-V/def2-TZVPD.

Structure (ORCA input):
```
! wB97M-V def2-TZVPD RIJCOSX def2/J DEFGRID3
* xyz 0 1
C -0.741 -0.548 0.060
C 0.276 0.450 -0.074
C 0.887 0.778 -1.411
C 0.612 1.390 1.059
C 1.332 -1.211 0.559
N -1.067 -1.425 -0.941
N -1.500 -0.588 1.201
O -1.596 1.554 -0.393
H -2.057 1.294 -1.202
H -0.328 -1.754 -1.540
H -1.752 -2.128 -0.712
H -2.052 -1.420 1.348
H -1.888 0.354 1.319
H 0.712 1.837 -1.594
H 0.429 0.235 -2.238
H 1.963 0.583 -1.414
H 0.378 0.956 2.031
H 0.024 2.297 0.927
H 1.681 1.618 1.038
H 2.211 -0.649 0.863
H 1.538 -1.856 -0.293
H 0.938 -1.767 1.406
*
```

The lowest unoccupied orbital energy (spin up / spin down) comes out at 0.574 / 0.574 eV.

natural (NBO) atomic charge list, values in e, 4 entries:
1. C 0.594
2. C 0.202
3. C -0.660
4. C -0.667


Version 3
Below is a cluster of 2 separate species, C5H14N2O in total, with properties calculated with wB97M-V/def2-TZVPD.

Structure (ORCA input):
```
! wB97M-V def2-TZVPD RIJCOSX def2/J DEFGRID3
* xyz 0 1
C 2.068 2.395 0.162
N 1.735 1.432 -0.848
C 0.818 0.585 -0.291
C 0.246 -0.501 -0.894
C -0.669 -1.373 -0.096
C -1.335 -2.475 -0.727
N -2.573 -2.028 -1.545
H 1.717 3.439 -0.002
H 1.798 2.022 1.157
H 3.218 2.563 0.242
H 1.967 1.377 -1.853
H 0.438 0.746 0.854
H 0.432 -0.680 -1.923
H -1.346 -0.686 0.362
H -0.040 -1.666 0.766
H -0.785 -2.952 -1.510
H -1.701 -3.300 -0.108
H -2.263 -1.326 -2.203
H -3.457 -1.833 -1.163
O -0.183 1.162 3.516
H 0.494 1.058 2.817
H -0.579 2.038 3.286
*
```

The lowest unoccupied orbital energy comes out at 0.719 eV.

natural (NBO) atomic charge list, values in e, 4 entries:
1. C -0.395
2. N -0.648
3. C 0.026
4. C -0.314


Version 4
Below is a cluster of 2 separate species, C5H14N2O in total, with properties calculated with wB97M-V/def2-TZVPD.

Structure (ORCA input):
```
! wB97M-V def2-TZVPD RIJCOSX def2/J DEFGRID3
* xyz 0 1
C -1.201 -0.618 0.870
C -0.126 0.271 0.271
N -0.084 1.623 0.771
C -0.131 0.271 -1.267
C 0.012 -1.080 -1.950
C 0.719 -2.113 -1.481
N 0.605 -3.391 -1.997
H -1.265 -1.586 0.367
H -2.234 -0.259 0.754
H -1.197 -0.774 1.955
H 0.785 -0.277 0.548
H -0.996 2.063 0.846
H 0.294 1.611 1.716
H -1.008 0.816 -1.627
H 0.727 0.863 -1.591
H -0.766 -1.342 -2.665
H 1.393 -2.106 -0.637
H -0.080 -3.565 -2.711
H 1.025 -4.223 -1.605
O 1.071 4.385 3.471
H 1.035 5.338 3.361
H 1.421 4.094 2.600
*
```

The lowest unoccupied orbital energy comes out at 0.988 eV.

natural (NBO) atomic charge list, values in e, 4 entries:
1. C -0.640
2. C -0.048
3. N -0.838
4. C -0.423


Which structure is the most stable? The one labeled version 4.